{"formula": "C3H8NS", "method": "ωB97M-V/def2-TZVPD", "species": ["S", "H", "C", "C", "N", "C", "H", "H", "H", "H", "H", "H", "H"], "positions_angstrom": [[-0.1439, 1.3821, 2.7633], [-0.6822, 0.7856, 3.8373], [-0.7057, -2.0826, -0.6010], [-0.2095, -0.8750, -0.9214], [0.3273, 0.0628, -0.1185], [0.7477, 1.3421, -0.6371], [-0.7627, -2.4078, 0.4312], [-1.0840, -2.7328, -1.3750], [-0.2303, -0.6168, -1.9811], [0.1264, 0.1099, 0.8915], [1.3774, 1.8117, 0.1202], [1.3318, 1.2118, -1.5511], [-0.0922, 2.0090, -0.8581]], "forces_ev_per_angstrom": [[0.0, 0.1, 0.1], [0.0, -0.1, 0.0], [0.0, 0.1, 0.3], [-0.3, -0.4, -0.4], [0.3, 0.4, 0.2], [0.0, -0.1, 0.0], [0.0, -0.1, 0.0], [0.0, 0.0, 0.0], [0.2, 0.1, 0.0], [-0.1, -0.3, -0.1], [-0.1, 0.1, -0.1], [0.1, 0.0, 0.0], [0.0, 0.1, 0.0]], "nbo_charge": [-1.04, 0.10, -0.60, 0.05, -0.65, -0.40, 0.19, 0.18, 0.16, 0.45, 0.22, 0.17, 0.17], "energy_ev": -15566.4940, "de_lowest_kj_mol": 52.9, "charge": -1, "gap_ha": 0.25675, "homo_ev": -2.950}